--- i ---
{"formula": "C2H7O2P", "method": "ωB97M-V/def2-TZVPD", "mol_weight_g_mol": 94.050, "e_homo_ev": -8.952, "multiplicity": 1, "orbital_gap_ev": 9.07, "lumo_ev": 0.122, "species": ["O", "H", "C", "H", "P", "H", "C", "O", "H", "H", "H", "H"], "coordinates": [[0.777, 0.720, -0.310], [-1.278, 0.025, 1.361], [-1.695, -0.296, 0.374], [3.516, 0.371, 0.081], [2.679, -0.639, 0.532], [-1.434, 1.595, -0.432], [-1.222, 0.601, -0.697], [1.164, -0.059, 0.741], [-1.127, 0.327, -1.729], [-1.434, -1.291, 0.293], [2.888, -1.175, -0.759], [-2.836, -0.180, 0.545]]}



--- ii ---
{"formula": "C2H7O2P", "method": "ωB97M-V/def2-TZVPD", "mol_weight_g_mol": 94.050, "e_homo_ev": -9.277, "multiplicity": 1, "smiles": "C[P@H](=O)CO", "orbital_gap_ev": 10.15, "lumo_ev": 0.872, "species": ["H", "C", "P", "H", "H", "H", "H", "O", "H", "C", "O", "H"], "coordinates": [[-2.148, -0.557, -0.139], [1.675, -0.186, -0.397], [0.180, 0.858, -0.232], [1.849, -0.518, 0.591], [2.286, 0.686, -0.518], [-1.684, 0.908, 2.289], [1.725, -0.768, -1.309], [0.466, 2.057, 0.511], [0.052, 1.100, -1.557], [-1.489, -0.285, 0.742], [-2.201, 0.630, 1.498], [-1.218, -1.266, 1.263]]}



--- iii ---
{"formula": "C2H7O2P", "method": "ωB97M-V/def2-TZVPD", "mol_weight_g_mol": 94.050, "e_homo_ev": [-9.749, -7.987], "multiplicity": 1, "orbital_gap_ev": [10.12, 6.94], "lumo_ev": [0.370, -1.044], "species": ["H", "H", "P", "H", "H", "H", "H", "O", "O", "H", "C", "C"], "coordinates": [[-3.671, 0.028, 0.866], [1.451, 0.192, 1.275], [-2.646, -0.594, 0.196], [1.146, 0.237, -1.845], [1.373, 1.776, 0.127], [0.554, -1.179, -0.771], [2.392, -0.702, -0.774], [-1.138, 1.528, 0.022], [-1.863, 0.597, -0.736], [-1.812, -0.552, 1.280], [1.327, 0.656, 0.256], [1.313, -0.273, -0.860]]}



--- iv ---
{"formula": "C2H7O2P", "method": "ωB97M-V/def2-TZVPD", "mol_weight_g_mol": 94.050, "e_homo_ev": -9.018, "multiplicity": 1, "smiles": "C[P@H](=O)CO", "orbital_gap_ev": 9.63, "lumo_ev": 0.609, "species": ["H", "H", "H", "H", "H", "O", "H", "H", "C", "O", "P", "C"], "coordinates": [[0.639, 1.210, -1.734], [-0.600, 0.146, 2.048], [1.001, -1.475, 1.453], [-0.618, 1.748, -0.578], [1.864, -0.095, 0.700], [0.315, 0.442, 1.886], [-1.096, 0.899, -2.067], [0.263, -1.527, -1.300], [0.886, -0.476, 1.006], [-2.063, -1.251, 0.298], [-0.258, -0.600, -0.418], [-0.333, 0.978, -1.294]]}



Which of them is the least stable? Correct choice: iii.



--- i ---
{"formula": "C4H9NO", "method": "ωB97M-V/def2-TZVPD", "mol_weight_g_mol": 87.122, "e_homo_ev": [-14.119, -14.119], "multiplicity": 2, "total_charge": 1, "orbital_gap_ev": [10.18, 6.79], "lumo_ev": [-3.939, -7.332], "species": ["H", "H", "O", "C", "C", "H", "C", "H", "N", "C", "H", "H", "H", "H", "H"], "coordinates": [[0.122, 2.352, -2.453], [1.788, 2.407, -2.169], [0.336, -0.462, -1.574], [-1.224, -0.746, 1.794], [0.991, 0.402, -2.114], [0.728, 2.186, -0.820], [0.898, 1.864, -1.851], [1.811, 0.137, -2.796], [-0.466, 0.078, 1.133], [-0.681, -1.497, 2.808], [-0.375, 0.222, 0.119], [-2.239, -0.960, 1.490], [0.219, 0.548, 1.719], [0.329, -1.349, 3.133], [-1.147, -2.365, 3.242]]}



--- ii ---
{"formula": "C4H9NO", "method": "ωB97M-V/def2-TZVPD", "mol_weight_g_mol": 87.122, "e_homo_ev": [-16.509, -16.478], "multiplicity": 2, "total_charge": 1, "orbital_gap_ev": [11.91, 6.99], "lumo_ev": [-4.602, -9.489], "species": ["C", "H", "H", "H", "H", "O", "H", "C", "H", "N", "C", "C", "H", "H", "H"], "coordinates": [[0.285, -0.738, 0.207], [-1.736, 1.496, -1.799], [-0.223, 0.854, -2.324], [0.291, -0.365, 2.263], [-0.131, 2.730, -0.134], [0.760, -1.566, -0.542], [-1.432, -0.340, -1.739], [-0.951, 0.604, -1.551], [0.509, 2.120, 1.422], [0.133, -1.099, 1.492], [-0.471, 0.554, -0.022], [0.339, 1.853, 0.351], [0.542, -2.013, 1.697], [1.363, 1.601, -0.001], [-1.396, 0.496, 0.597]]}



--- iii ---
{"formula": "C4H9NO", "method": "ωB97M-V/def2-TZVPD", "mol_weight_g_mol": 87.122, "e_homo_ev": [-15.052, -15.053], "multiplicity": 2, "total_charge": 1, "orbital_gap_ev": [9.19, 6.99], "lumo_ev": [-5.859, -8.067], "species": ["H", "H", "H", "C", "H", "H", "H", "C", "H", "N", "O", "H", "C", "C", "H"], "coordinates": [[-0.988, -2.417, -0.243], [0.734, -2.117, -0.631], [-1.930, 0.546, -1.184], [-0.242, -1.658, -0.486], [2.369, 2.618, -0.177], [1.388, 1.503, -0.505], [-0.070, -1.852, 2.318], [-1.103, 1.149, -0.805], [-0.879, 2.110, -1.258], [-0.505, 0.732, 0.242], [1.963, 2.139, -0.920], [-0.552, -1.238, -1.439], [-0.231, -0.571, 0.569], [-0.036, -0.861, 1.886], [0.081, -0.082, 2.632]]}



Which of them is the least stable? Correct choice: iii.



--- i ---
{"formula": "C5H11N3O", "method": "ωB97M-V/def2-TZVPD", "mol_weight_g_mol": 129.163, "e_homo_ev": -8.519, "multiplicity": 1, "smiles": "C/N=C\\NN1C[C@@H]1CO", "orbital_gap_ev": 9.34, "lumo_ev": 0.825, "species": ["N", "C", "N", "H", "H", "H", "H", "H", "C", "H", "C", "H", "N", "C", "H", "H", "H", "H", "C", "O"], "coordinates": [[-1.257, 2.193, 1.573], [-2.558, 1.620, 1.041], [0.097, -0.193, 0.010], [2.347, -3.243, 0.744], [0.387, -2.756, -0.502], [-2.553, 0.652, 1.434], [0.815, 2.705, 1.741], [2.068, -2.644, -1.681], [1.006, -0.884, -0.953], [-0.913, -1.275, -1.689], [-0.050, 2.057, 1.215], [1.859, -0.362, -1.258], [0.448, 1.204, 0.159], [-0.363, -0.345, -1.290], [-0.542, 0.542, -1.911], [1.422, 1.412, 0.309], [-3.354, 2.217, 1.512], [-2.608, 1.599, -0.104], [1.364, -2.264, -0.740], [2.385, -2.236, 0.390]]}



--- ii ---
{"formula": "C5H11N3O", "method": "ωB97M-V/def2-TZVPD", "mol_weight_g_mol": 129.163, "e_homo_ev": -8.759, "multiplicity": 1, "smiles": "[H]/N=C(\\N)[C@]1(CO)C[C@@H]1N", "orbital_gap_ev": 9.47, "lumo_ev": 0.708, "species": ["N", "H", "H", "C", "H", "H", "H", "H", "H", "N", "C", "C", "H", "H", "O", "N", "C", "C", "H", "H"], "coordinates": [[-1.047, -0.825, -2.071], [0.349, -2.280, -0.219], [-0.850, 1.805, 1.053], [-0.002, -0.095, 0.266], [-1.711, -0.382, 2.465], [-2.178, -0.424, -0.241], [1.064, 2.342, 0.311], [0.258, 0.928, 2.139], [-0.071, -1.139, -2.187], [1.738, 1.595, 0.117], [-1.174, -0.680, -0.598], [-0.306, -1.581, 0.270], [-0.992, 0.144, -2.590], [-0.835, -1.986, 1.147], [-1.805, 0.389, 1.958], [1.986, -0.312, -1.140], [1.299, 0.338, -0.315], [-0.573, 0.773, 1.394], [2.369, 1.965, -0.536], [2.835, 0.177, -1.438]]}



--- iii ---
{"formula": "C5H11N3O", "method": "ωB97M-V/def2-TZVPD", "mol_weight_g_mol": 129.163, "e_homo_ev": [-7.550, -7.551], "multiplicity": 1, "orbital_gap_ev": [7.21, 7.46], "lumo_ev": [-0.342, -0.094], "species": ["H", "H", "H", "C", "C", "N", "H", "H", "O", "H", "N", "H", "H", "H", "C", "C", "N", "H", "H", "C"], "coordinates": [[2.102, -0.934, -0.124], [0.976, 0.393, -3.266], [0.762, 1.947, 0.814], [-0.683, -1.867, 0.032], [-0.257, 1.913, 0.430], [-1.406, -2.243, 0.946], [1.923, 0.714, -1.796], [-1.978, -3.073, 0.823], [0.051, -0.203, -1.584], [-0.240, 2.061, -0.646], [1.259, -0.842, 0.433], [-1.331, -0.609, 2.325], [-0.835, 2.719, 0.888], [1.803, -0.946, -2.442], [0.159, -0.607, -0.253], [1.264, -0.004, -2.294], [-0.862, 0.270, 2.114], [0.083, 0.284, 2.486], [-1.884, 0.428, 0.335], [-0.906, 0.597, 0.781]]}



--- iv ---
{"formula": "C5H11N3O", "method": "ωB97M-V/def2-TZVPD", "mol_weight_g_mol": 129.163, "e_homo_ev": -9.511, "multiplicity": 1, "smiles": "[H]/N=C(\\N)C(=O)NC(C)C", "orbital_gap_ev": 10.41, "lumo_ev": 0.903, "species": ["H", "C", "O", "H", "C", "H", "H", "H", "C", "H", "N", "H", "N", "H", "H", "N", "C", "C", "H", "H"], "coordinates": [[1.965, -2.520, -0.573], [-1.232, 0.950, -0.350], [-0.016, -1.520, 0.739], [-3.120, 0.199, -1.067], [2.171, -0.634, 0.158], [-1.255, 1.833, -0.999], [-2.756, 1.689, 0.992], [3.584, -2.043, -0.325], [0.613, -0.588, 0.290], [0.976, 1.146, -0.473], [2.846, 0.274, 0.729], [-1.721, -0.412, -1.955], [0.164, 0.526, -0.298], [-1.105, 2.114, 1.470], [-2.075, -1.034, -0.339], [2.622, -1.767, -0.454], [-1.730, 1.332, 1.043], [-2.095, -0.149, -0.968], [-1.693, 0.462, 1.694], [3.856, 0.140, 0.688]]}



Which of them is the least stable? Correct choice: i.



--- i ---
{"formula": "C5H11N3O", "method": "ωB97M-V/def2-TZVPD", "mol_weight_g_mol": 129.163, "e_homo_ev": -9.064, "multiplicity": 1, "orbital_gap_ev": 9.54, "lumo_ev": 0.479, "species": ["C", "H", "O", "N", "H", "N", "H", "C", "H", "C", "N", "H", "H", "H", "C", "H", "H", "H", "C", "H"], "coordinates": [[2.900, -0.942, -0.002], [-1.076, 0.436, 1.966], [-2.002, 0.273, -2.213], [-0.913, 0.893, 1.072], [-1.207, 2.667, -2.086], [1.320, 0.432, 1.316], [-1.565, -1.908, -0.583], [-1.488, 0.822, -1.257], [3.353, -0.448, -0.854], [-1.881, -1.223, 0.204], [-1.070, 2.110, -1.261], [-2.960, -1.084, 0.112], [0.375, -0.310, -0.272], [2.712, -1.972, -0.303], [-1.135, 0.084, 0.030], [3.622, -0.953, 0.831], [1.868, 0.556, 2.160], [-0.810, 2.515, -0.373], [1.620, -0.266, 0.341], [-1.663, -1.681, 1.174]]}



--- ii ---
{"formula": "C5H11N3O", "method": "ωB97M-V/def2-TZVPD", "mol_weight_g_mol": 129.163, "e_homo_ev": -7.502, "multiplicity": 1, "orbital_gap_ev": 8.45, "lumo_ev": 0.950, "species": ["C", "H", "N", "H", "H", "C", "H", "N", "H", "C", "H", "H", "H", "H", "C", "N", "O", "C", "H", "H"], "coordinates": [[2.280, -0.492, -0.591], [-1.698, -0.796, -2.155], [-0.587, 0.563, 1.432], [3.220, 1.458, 0.856], [-2.915, -2.180, 0.216], [-0.637, -0.027, -0.872], [-4.035, -0.979, 0.205], [-3.042, -1.174, 0.326], [-1.566, 0.298, 1.396], [1.538, 0.298, 0.188], [1.997, 1.195, 2.096], [1.676, 2.346, 0.814], [-0.471, 0.403, -2.776], [1.845, -1.274, -1.193], [0.059, 0.211, 0.227], [-0.660, -0.376, -2.151], [-2.380, -0.539, -0.751], [2.148, 1.386, 1.032], [-0.133, 0.146, 2.235], [3.360, -0.465, -0.534]]}



Which of them is the least stable? Correct choice: ii.